Record 1
71
Properties=species:S:1:pos:R:3:forces:R:3 method="wB97M-V/def2-TZVPD" smiles="CCP([Si](C)(C)C)P(O)(O)=S.CCN(CC)CC.CCN(CC)CC" e_homo_ha=-0.299
C 5.583 -1.641 -1.475 0.007 -0.001 -0.034
C 4.100 -1.486 -1.837 -0.060 0.101 -0.001
P 3.267 -3.115 -2.210 0.246 -0.199 0.049
Si 1.082 -2.768 -1.709 -0.229 0.201 -0.016
C 0.863 -3.552 -0.020 0.027 -0.047 -0.037
C 0.687 -0.940 -1.661 -0.079 -0.080 -0.148
C -0.058 -3.640 -2.919 0.022 -0.069 0.033
P 3.239 -2.943 -4.378 0.151 -0.141 -0.047
O 2.988 -4.461 -4.852 -0.096 0.276 -0.003
O 4.810 -2.774 -4.760 -0.177 -0.109 0.217
S 2.087 -1.653 -5.212 0.048 -0.003 -0.027
H 6.160 -0.780 -1.818 -0.022 0.003 0.064
H 5.718 -1.718 -0.395 -0.008 -0.068 -0.038
H 6.018 -2.535 -1.925 -0.005 0.055 -0.028
H 3.967 -0.812 -2.690 -0.056 -0.048 0.035
H 3.547 -1.019 -1.020 0.072 -0.008 0.012
H -0.127 -3.301 0.373 0.042 -0.018 0.028
H 0.919 -4.639 -0.122 0.007 0.035 0.055
H 1.617 -3.248 0.710 -0.051 0.056 -0.022
H 0.623 -0.573 -2.689 0.048 0.035 0.072
H 1.414 -0.334 -1.121 -0.056 -0.024 0.058
H -0.293 -0.804 -1.190 0.063 0.040 0.001
H -0.809 -2.931 -3.275 0.035 -0.031 -0.019
H -0.577 -4.457 -2.412 0.006 0.004 -0.040
H 0.447 -4.046 -3.797 -0.020 0.035 0.046
H 3.381 -5.093 -4.236 0.075 -0.034 -0.018
H 5.098 -1.857 -4.686 -0.039 0.053 -0.150
C 0.721 2.900 -2.246 0.016 -0.024 -0.052
C -0.419 3.340 -1.344 -0.011 0.016 0.011
N -0.081 3.259 0.067 0.012 0.046 -0.011
C -1.228 3.394 0.947 -0.073 -0.030 0.066
C -1.988 4.726 0.954 0.013 -0.002 0.019
C 1.121 3.974 0.469 0.023 -0.015 0.030
C 1.200 5.473 0.158 0.007 -0.001 0.003
H 1.073 1.909 -1.958 0.020 0.004 -0.007
H 0.382 2.857 -3.281 0.002 -0.009 0.002
H 1.565 3.591 -2.207 -0.009 0.002 -0.003
H -1.276 2.679 -1.502 -0.005 0.002 -0.004
H -0.747 4.345 -1.651 -0.004 0.008 0.016
H -0.892 3.169 1.963 0.000 -0.001 0.007
H -1.933 2.601 0.679 0.004 0.011 -0.022
H -1.426 5.519 1.446 0.014 0.004 -0.019
H -2.929 4.607 1.493 0.009 -0.001 0.003
H -2.229 5.057 -0.057 -0.007 -0.004 -0.008
H 1.977 3.482 0.000 -0.018 -0.007 -0.011
H 1.241 3.817 1.544 0.004 0.010 -0.002
H 0.910 5.682 -0.873 0.020 -0.006 -0.004
H 2.227 5.821 0.285 -0.005 0.005 0.016
H 0.565 6.069 0.811 -0.026 -0.006 -0.020
C -0.963 -0.023 1.719 0.058 0.018 -0.035
C -2.006 0.061 2.820 -0.023 0.049 -0.004
N -3.273 -0.540 2.446 0.007 -0.026 0.031
C -4.376 -0.170 3.317 -0.032 0.012 -0.041
C -4.321 -0.619 4.781 -0.010 0.003 0.008
C -3.213 -1.936 2.042 -0.040 -0.012 -0.013
C -2.620 -2.941 3.036 0.012 -0.013 -0.013
H -1.361 0.376 0.785 0.017 -0.030 0.002
H -0.088 0.570 1.989 0.006 -0.001 -0.028
H -0.623 -1.046 1.541 -0.020 -0.009 0.033
H -2.211 1.116 3.027 0.014 -0.006 0.019
H -1.584 -0.355 3.749 -0.001 -0.020 0.002
H -5.297 -0.544 2.861 0.002 0.002 0.003
H -4.445 0.922 3.294 0.019 -0.001 -0.003
H -4.498 -1.688 4.891 0.018 -0.003 -0.005
H -5.092 -0.099 5.353 -0.003 -0.009 0.000
H -3.359 -0.384 5.239 -0.003 0.009 -0.003
H -2.640 -1.992 1.112 0.020 0.021 0.003
H -4.231 -2.238 1.781 0.010 -0.011 -0.001
H -1.675 -2.584 3.449 0.011 -0.009 -0.020
H -2.418 -3.888 2.530 -0.013 -0.003 -0.004
H -3.292 -3.150 3.867 0.016 0.026 0.018

=====

Record 2
86
Properties=species:S:1:pos:R:3:forces:R:3 method="wB97M-V/def2-TZVPD" total_charge=+1 smiles="CCN[C@]1([C@H](I)CC)[C@H](S)[N@+](COO)(B(N)O)[C@](S)(CCCCCCCCOC(C)=O)[C@]1(N=C=O)c1ccccc1" e_homo_ha=-0.410
C 5.575 -1.044 -1.708 -0.258 1.068 -0.045
C 4.142 -0.652 -2.478 2.583 -1.122 -1.499
N 2.909 -0.992 -1.771 0.855 2.271 1.722
C 1.837 -0.003 -1.542 -0.949 -1.619 0.979
C 0.976 -0.201 -2.964 -2.592 1.546 -0.141
I 1.309 -2.165 -3.977 -0.374 0.909 0.520
C 1.148 0.897 -4.121 -0.576 0.827 -1.139
C 2.545 0.981 -4.942 0.319 0.891 -1.068
C 2.166 1.555 -1.057 3.192 1.096 -3.414
S 3.915 2.009 -0.434 0.055 -0.523 0.071
N 1.226 2.191 -0.002 -1.478 0.131 -2.525
C 0.646 3.310 -0.896 -1.876 2.052 -2.803
O -0.412 4.103 -0.269 0.646 -5.990 1.301
O -0.176 5.347 -0.584 0.694 6.209 -0.900
B 1.968 2.936 1.116 3.597 2.787 4.654
N 2.460 2.309 2.444 -2.015 -0.087 -2.755
O 2.256 4.415 1.119 -0.058 -3.407 -0.464
C 0.248 1.067 0.410 -2.312 -2.544 0.558
S -1.408 0.971 -0.548 -0.609 2.798 -1.116
C -0.373 0.992 1.911 0.605 -1.130 1.886
C -1.231 2.231 2.490 -1.011 0.328 1.310
C -2.892 2.053 2.398 0.154 1.266 0.723
C -3.456 0.757 3.226 -0.346 -0.442 -0.028
C -4.186 -0.369 2.272 -0.239 -0.027 1.100
C -5.367 0.215 1.298 -0.344 -0.524 -0.831
C -5.326 -0.548 -0.187 -0.706 -0.663 -0.223
C -5.244 -2.170 0.037 -0.191 0.547 1.263
O -5.563 -2.972 -1.173 2.938 -2.288 1.195
C -4.894 -4.283 -0.888 -2.539 -2.996 5.386
C -3.697 -4.935 -1.800 0.479 0.726 -0.063
O -5.294 -4.944 0.229 2.713 4.279 -7.314
C 0.950 -0.364 -0.153 -0.465 -0.817 2.087
N -0.329 -1.149 -0.301 2.475 -8.379 -2.971
C -0.191 -2.420 -0.746 1.720 -3.709 0.921
O -0.004 -3.742 -1.004 -2.058 10.812 1.942
C 1.712 -1.136 1.093 3.779 -2.415 4.047
C 3.365 -1.157 1.350 -1.731 -1.463 2.078
C 4.103 -1.916 2.614 -3.572 -0.536 0.323
C 3.255 -2.743 3.748 -2.246 2.199 -3.990
C 1.630 -2.786 3.531 2.139 2.012 -2.362
C 0.927 -2.006 2.292 2.111 0.016 0.013
H 5.898 -0.132 -1.017 -0.692 -2.077 -1.241
H 6.400 -1.131 -2.536 -1.608 -0.051 1.652
H 5.495 -2.023 -1.071 0.152 1.848 -1.332
H 4.196 -1.293 -3.486 -0.232 1.356 1.952
H 4.274 0.459 -2.822 -0.824 -2.084 0.897
H 2.825 -1.914 -1.326 0.177 0.983 -0.148
H -0.200 -0.275 -2.767 2.682 0.387 -0.165
H 0.908 2.008 -3.754 0.405 -2.396 -0.506
H 0.299 0.685 -4.936 1.834 0.304 2.003
H 3.234 1.865 -4.553 -1.348 -1.889 -0.648
H 3.185 0.009 -5.009 -1.421 1.738 0.338
H 2.275 1.277 -6.066 0.622 -0.623 2.503
H 2.239 2.225 -2.044 -0.989 -1.495 2.217
H 4.521 2.923 -1.314 -1.364 -0.852 0.339
H 0.177 2.880 -1.906 0.956 0.239 2.525
H 1.459 4.075 -1.276 -1.261 -1.687 1.427
H -0.330 5.944 0.205 0.302 -1.445 -0.738
H 2.494 1.271 2.377 -0.082 0.882 0.488
H 1.822 2.605 3.216 0.925 -0.314 -0.673
H 3.134 4.560 1.591 -1.843 -0.537 -0.598
H -2.408 0.381 0.226 1.539 0.447 -0.060
H 0.427 0.698 2.750 -1.539 0.704 -2.199
H -1.102 0.042 1.920 1.753 2.096 -0.265
H -1.036 2.256 3.671 -0.269 -0.143 -2.585
H -0.938 3.303 2.127 -0.405 -2.145 0.292
H -3.317 3.015 2.965 0.954 -2.011 -1.329
H -3.295 2.147 1.293 0.930 -0.411 2.294
H -4.239 1.113 4.034 1.599 -0.643 -1.705
H -2.597 0.203 3.832 -1.657 1.262 -1.295
H -3.341 -0.969 1.706 -1.731 1.226 0.826
H -4.717 -1.144 3.008 1.362 1.528 -1.674
H -5.318 1.364 1.083 0.152 -2.145 0.571
H -6.429 0.026 1.809 2.394 0.302 -1.178
H -6.313 -0.311 -0.808 2.098 -0.464 1.422
H -4.427 -0.207 -0.855 -1.521 -0.485 1.344
H -4.152 -2.499 0.366 -2.375 0.914 -0.355
H -6.045 -2.464 0.857 1.886 0.541 -1.506
H -3.280 -4.190 -2.630 -1.260 -1.633 1.771
H -2.771 -5.180 -1.094 -2.269 0.563 -1.280
H -4.044 -5.951 -2.274 0.469 2.181 0.978
H 4.087 -0.637 0.593 -1.594 -1.079 1.539
H 5.291 -1.890 2.729 -2.991 0.064 -0.488
H 3.757 -3.307 4.648 -1.070 1.326 -2.105
H 0.939 -3.386 4.294 1.675 1.547 -1.968
H -0.262 -2.076 2.212 2.967 0.081 0.242

=====

Sequential frontier orbital gap output: 8.677 7.917 eV
Sequential calculated total energy output: -62743.7581 -77391.5085 eV
Sequential strongest force on any atom output: 0.006 0.217 hartree/bohr